[1]
54
Properties=species:S:1:pos:R:3:mulliken_spin:R:1 method="wB97M-V/def2-TZVPD" homo_ha="-0.504 / -0.515" e_above_lowest_kcal_mol=0.0 homo_lumo_gap_ha="0.2475 / 0.1765" lumo_ev="-6.983 / -9.207" total_charge=+2 s2=6.080 multiplicity=5
Ru -0.611 -0.231 -0.105 2.5417
I -1.641 -0.364 2.539 0.1374
C 0.115 -1.472 3.022 -0.0084
C 0.249 -1.952 4.296 0.0204
C 1.394 -2.692 4.626 -0.0213
C 2.351 -2.943 3.679 0.0479
C 2.212 -2.460 2.360 -0.0185
C 3.176 -2.752 1.365 0.1566
C 3.039 -2.299 0.075 -0.0157
C 1.937 -1.507 -0.262 -0.0372
C 0.962 -1.197 0.678 0.2179
C 1.068 -1.685 2.011 -0.1267
H -0.512 -1.772 5.044 -0.0071
H 1.508 -3.067 5.634 -0.0005
H 3.231 -3.523 3.926 0.0018
H 4.031 -3.353 1.647 0.0036
H 3.779 -2.550 -0.672 -0.0011
H 1.855 -1.130 -1.277 -0.0105
Cl -5.285 -3.386 -4.989 0.0918
C -4.236 -2.950 -3.735 0.2446
C -3.862 -3.905 -2.781 -0.1013
C -3.010 -3.562 -1.764 0.1862
Cl -2.531 -4.704 -0.604 0.0631
C -2.485 -2.208 -1.631 0.1046
O -1.717 -1.940 -0.685 0.3008
C -2.903 -1.251 -2.633 0.0568
C -2.483 0.126 -2.579 0.0262
O -1.758 0.643 -1.725 0.0741
C -3.748 -1.634 -3.654 0.0933
H -4.246 -4.913 -2.854 -0.0004
H -2.858 0.779 -3.377 0.0007
H -4.034 -0.905 -4.403 -0.0015
C 3.023 2.183 0.975 -0.0040
C 1.602 2.686 1.212 0.0116
As 0.323 2.013 -0.110 -0.0465
C 1.161 2.350 -1.854 0.0031
C 1.433 3.823 -2.149 0.0030
C -1.147 3.312 0.006 -0.0026
C -1.583 3.596 1.442 -0.0005
H 3.703 2.650 1.685 0.0017
H 3.373 2.431 -0.028 -0.0006
H 3.081 1.102 1.109 0.0013
H 1.545 3.774 1.162 0.0016
H 1.242 2.374 2.192 0.0004
H 0.509 1.913 -2.609 0.0082
H 2.092 1.781 -1.858 0.0080
H 0.512 4.382 -2.304 0.0001
H 2.023 3.910 -3.060 -0.0004
H 1.997 4.295 -1.344 -0.0003
H -1.978 2.935 -0.588 -0.0038
H -0.788 4.225 -0.468 -0.0019
H -1.968 2.700 1.928 0.0017
H -2.379 4.339 1.445 0.0002
H -0.764 3.986 2.044 0.0002

=====

[2]
93
Properties=species:S:1:pos:R:3:mulliken_charge:R:1 method="wB97M-V/def2-TZVPD" homo_ha=-0.415 homo_lumo_gap_ha=0.2775 lumo_ev=-3.741 total_charge=+1 multiplicity=1
C -3.147 5.873 -3.896 -0.9659
C -2.080 4.704 -3.682 0.1402
I -0.605 4.415 -5.297 0.1002
C -1.979 3.851 -2.552 -0.7855
I -3.386 4.048 -0.863 0.1683
N -0.969 2.765 -2.390 0.7031
C 0.245 2.830 -1.587 -0.3586
C 0.940 1.442 -1.748 0.2625
C 2.318 0.991 -1.098 -0.0219
O 2.322 0.134 -0.155 -0.4683
N 3.663 1.486 -1.536 -0.1228
C 4.500 1.448 -0.289 0.4967
O 4.414 2.474 0.437 -0.3897
F 5.285 0.297 0.064 -0.1964
N 0.008 0.748 -2.632 0.2872
C 0.357 -0.644 -3.036 -0.4193
C 1.446 -0.609 -4.238 -0.0228
O 1.191 -0.020 -5.320 -0.4283
C -1.143 1.487 -3.064 -0.0587
C -2.350 1.134 -4.038 0.0434
N -2.576 -0.321 -4.255 -0.3512
H -3.963 5.931 -3.099 0.3575
H -2.561 6.869 -3.991 0.3021
H -3.637 5.714 -4.935 0.2919
H 0.668 3.668 -0.933 0.4594
H 4.080 0.859 -2.245 0.3520
H 0.918 -1.112 -2.133 0.3192
H -0.532 -1.330 -3.238 0.3193
H 2.485 -1.097 -4.053 0.3482
H -3.311 1.548 -3.526 0.3490
H -2.308 1.683 -5.060 -0.0367
H -2.643 -0.828 -3.354 -0.0981
H -3.511 -0.461 -4.696 0.2434
C -2.498 1.047 -8.440 -0.3025
Br -1.028 0.295 -7.421 0.0521
Br -4.036 1.427 -7.316 -0.0529
Br -1.947 2.604 -9.457 -0.0124
H -2.808 0.290 -9.159 0.3679
C -5.721 -2.705 -2.308 -0.3609
Br -6.688 -1.694 -0.965 0.0098
Br -6.257 -2.216 -4.107 0.0391
Br -3.800 -2.567 -2.069 -0.0426
H -5.985 -3.753 -2.169 0.3656
C -4.779 -2.363 2.700 -0.3869
Br -5.841 -0.744 2.829 -0.0409
Br -5.856 -3.890 2.180 0.0521
Br -3.243 -2.132 1.538 0.0671
H -4.392 -2.570 3.697 0.3679
C 8.126 -1.338 1.877 0.1361
Br 9.826 -1.639 0.992 -0.0130
Br 7.248 -3.005 2.340 -0.0163
Br 8.311 -0.170 3.415 0.0664
H 7.481 -0.825 1.164 -0.1376
C -1.086 1.225 3.865 -0.3886
Br -0.338 1.657 2.126 0.0808
Br -2.970 1.677 3.970 -0.0269
Br -0.754 -0.622 4.350 -0.0031
H -0.568 1.844 4.597 0.3548
C 1.240 -0.298 8.430 -0.3257
Br 1.982 0.138 6.690 0.0195
Br -0.646 0.142 8.539 -0.0329
Br 1.581 -2.144 8.916 -0.0093
H 1.755 0.325 9.161 0.3644
C 7.903 4.018 -1.345 -0.3891
Br 8.648 3.700 -3.108 -0.0190
Br 6.918 5.688 -1.268 -0.0151
Br 6.830 2.521 -0.732 0.1379
H 8.742 4.111 -0.656 0.3592
C 8.044 1.340 7.095 -0.3194
Br 8.319 2.527 8.604 -0.0411
Br 9.086 -0.288 7.255 -0.0256
Br 6.162 0.965 6.806 0.0308
H 8.404 1.863 6.209 0.3229
C -6.366 -8.160 2.157 -0.2796
Br -6.966 -9.993 1.951 -0.0405
Br -4.470 -7.975 1.789 0.0108
Br -7.428 -6.929 1.097 -0.0747
H -6.515 -7.891 3.202 0.3533
C -1.589 -8.443 5.063 -0.3431
Br -2.656 -6.827 5.190 0.0051
Br -2.661 -9.976 4.547 -0.0076
Br -0.059 -8.208 3.895 -0.0037
H -1.201 -8.647 6.060 0.3474
C -8.471 -2.855 -8.092 -0.3265
Br -9.080 -4.067 -6.705 -0.0213
Br -9.863 -1.618 -8.634 0.0002
Br -6.845 -1.929 -7.576 -0.0261
H -8.228 -3.464 -8.963 0.3501
C 6.607 6.455 7.878 -0.3246
Br 5.527 8.060 8.025 -0.0363
Br 5.544 4.914 7.368 0.0311
Br 8.121 6.710 6.692 -0.0068
H 7.010 6.250 8.870 0.3411

=====

[3]
55
Properties=species:S:1:pos:R:3:mulliken_spin:R:1 method="wB97M-V/def2-TZVPD" homo_ha="0.078 / -0.044" homo_lumo_gap_ha="0.0996 / 0.1990" lumo_ev="4.846 / 4.221" total_charge=-2 s2=6.246 multiplicity=5
O 4.663 1.088 0.243 -0.0957
C 3.878 1.846 0.570 0.0649
Fe 2.569 3.083 1.080 1.8563
C 3.915 4.271 1.654 0.0677
O 4.721 5.004 1.985 -0.0919
C 2.356 2.380 2.780 0.0068
O 2.199 1.932 3.815 -0.0725
C 0.995 1.751 0.282 -0.0357
C -0.053 2.170 1.286 -0.0188
C -0.338 3.660 1.312 0.0658
C 0.902 4.508 1.454 -0.0360
C 1.696 4.816 0.352 0.0103
C 1.895 3.914 -0.755 0.2318
C 1.619 2.498 -0.718 0.0161
H 1.086 0.665 0.176 0.0102
H -0.976 1.619 1.076 -0.0219
H 0.247 1.831 2.283 0.0404
H -0.846 3.957 0.387 -0.0095
H -1.042 3.891 2.118 0.0083
H 0.984 5.143 2.341 -0.0069
H 2.298 5.734 0.367 0.0261
H 2.465 4.293 -1.609 0.0002
H 2.068 1.931 -1.542 0.0113
C -2.496 -2.990 -4.347 1.6443
C -1.325 -2.604 -3.480 0.5333
O -1.608 -2.696 -2.021 -0.1269
C -0.397 -2.814 -1.239 -0.3942
C -0.455 -1.926 -0.112 0.2973
C -1.606 -1.064 -0.215 -0.5428
O -1.897 -0.156 0.566 0.1200
O -2.403 -1.468 -1.366 -0.1591
C -3.831 -1.736 -1.015 0.9699
C -4.654 -2.135 -2.210 1.5647
C 0.454 -1.989 1.001 -0.0487
C 0.094 -1.486 2.259 0.0435
C 0.879 -1.720 3.365 -0.0073
C 2.069 -2.417 3.250 0.0081
C 2.461 -2.887 2.007 -0.0157
C 1.671 -2.679 0.899 0.0100
O 0.560 -3.526 -1.555 -0.0082
H -2.204 -3.189 -5.380 -1.0359
H -2.975 -3.891 -3.955 -0.0321
H -3.238 -2.192 -4.379 0.1884
H -0.477 -3.273 -3.665 0.0657
H -0.976 -1.581 -3.664 -0.0812
H -3.846 -2.503 -0.231 -0.2042
H -4.226 -0.825 -0.552 0.0610
H -5.727 -2.185 -2.006 -1.0931
H -4.520 -1.412 -3.013 -0.1077
H -4.338 -3.111 -2.575 0.3366
H -0.850 -0.982 2.364 -0.0110
H 0.555 -1.389 4.338 -0.0020
H 2.675 -2.614 4.125 0.0004
H 3.380 -3.446 1.922 -0.0015
H 1.950 -3.099 -0.054 0.0013

=====

[4]
55
Properties=species:S:1:pos:R:3:mulliken_charge:R:1 method="wB97M-V/def2-TZVPD" homo_ha=-0.341 smiles="COCCCN1C(=O)c2ccc(C(=O)OCC(=O)NCCc3ccccc3)cc2C1=O" e_above_lowest_kcal_mol=15.1 homo_lumo_gap_ha=0.3064 lumo_ev=-0.946 multiplicity=1
C -7.135 -1.391 -1.654 -0.5816
O -6.579 -2.571 -2.191 -0.3648
C -5.734 -3.275 -1.317 -0.6862
C -4.429 -2.542 -0.983 -0.4614
C -3.691 -2.157 -2.265 -0.8985
N -2.606 -1.239 -1.999 0.2720
C -2.805 0.102 -1.715 -0.0060
O -3.877 0.650 -1.664 -0.6548
C -1.447 0.666 -1.494 0.3600
C -1.045 1.949 -1.187 -0.8353
C 0.316 2.173 -1.019 -0.4763
C 1.240 1.140 -1.162 0.8995
C 2.671 1.461 -0.939 0.3710
O 3.067 2.567 -0.639 -0.7667
O 3.467 0.409 -1.108 -0.2567
C 4.875 0.594 -0.983 -0.7118
C 5.344 0.529 0.486 0.6642
O 6.008 -0.390 0.908 -0.6545
N 4.965 1.596 1.207 -0.0120
C 5.164 1.662 2.639 -0.9481
C 4.249 0.675 3.383 -1.3039
C 2.825 0.772 2.911 0.5299
C 2.071 1.916 3.146 -0.1483
C 0.762 2.001 2.707 -0.9354
C 0.184 0.938 2.034 -0.3876
C 0.928 -0.203 1.788 -0.6727
C 2.242 -0.279 2.215 -0.1751
C 0.829 -0.158 -1.484 -0.4915
C -0.521 -0.372 -1.642 0.0969
C -1.270 -1.615 -1.965 0.3273
O -0.859 -2.727 -2.164 -0.6431
H -6.390 -0.597 -1.541 0.1946
H -7.895 -1.066 -2.362 0.2414
H -7.605 -1.586 -0.682 0.3094
H -5.509 -4.210 -1.838 0.3622
H -6.264 -3.510 -0.381 0.3964
H -3.806 -3.188 -0.363 0.3187
H -4.654 -1.636 -0.416 0.3322
H -3.262 -3.040 -2.744 0.4269
H -4.392 -1.673 -2.950 0.3376
H -1.765 2.744 -1.076 0.4954
H 0.687 3.155 -0.769 0.5470
H 5.329 -0.230 -1.534 0.3243
H 5.162 1.558 -1.417 0.3700
H 4.352 2.280 0.780 0.3568
H 4.967 2.688 2.952 0.4572
H 6.206 1.412 2.855 0.3850
H 4.621 -0.335 3.209 0.4099
H 4.308 0.886 4.453 0.4444
H 2.509 2.742 3.687 0.3940
H 0.188 2.895 2.898 0.4286
H -0.844 0.998 1.705 0.5632
H 0.483 -1.038 1.266 0.5058
H 2.820 -1.170 2.015 0.3647
H 1.544 -0.957 -1.595 0.5858